Density functional theory data (ωB97M-V/def2-TZVPD) for a molecular structure, C22H24BCl3GeN8OPt in a non-equilibrium geometry.

Computed properties:
E_LUMO (spin up / spin down): -2.20 / -5.34 eV
<S²>: 8.804
HOMO (spin up / spin down): -11.279 / -11.672 eV
HOMO-LUMO gap (spin up / spin down): 9.08 / 6.33 eV

Geometry as ORCA input:
```
! RIJCOSX wB97M-V def2-TZVPD def2/J DEFGRID3
* xyz 1 6
Pt 11.305 14.209 6.499
C 11.657 14.955 10.751
C 11.060 14.302 9.651
N 11.849 14.462 8.630
N 12.999 15.079 8.997
C 12.916 15.384 10.383
B 14.055 15.204 7.867
N 14.241 13.922 7.013
C 15.256 13.076 7.029
C 14.902 11.956 6.245
C 13.581 12.225 5.883
N 13.252 13.407 6.290
N 13.559 16.267 6.768
C 14.096 17.472 6.493
C 13.315 18.097 5.564
C 12.216 17.235 5.360
N 12.387 16.100 6.075
N 15.330 15.756 8.414
C 16.565 15.701 7.847
C 17.323 16.755 8.320
C 16.431 17.380 9.258
N 15.302 16.789 9.299
H 11.150 15.169 11.689
H 10.127 13.784 9.457
H 13.688 15.988 10.819
H 16.172 13.240 7.570
H 15.539 11.104 5.967
H 12.928 11.648 5.327
H 14.903 17.820 7.096
H 13.327 19.115 5.143
H 11.350 17.323 4.690
H 16.903 15.085 7.008
H 18.332 17.036 8.076
H 16.530 18.304 9.799
Cl 10.285 5.544 7.012
C 10.428 7.247 6.711
C 10.134 8.054 7.766
C 10.249 9.427 7.562
Cl 10.004 10.610 8.763
C 10.636 9.950 6.285
O 10.525 11.163 6.060
C 10.966 9.002 5.245
Cl 11.365 9.716 3.664
C 10.983 7.642 5.435
H 9.805 7.636 8.736
H 11.183 6.848 4.706
C 9.351 17.416 7.819
Ge 8.334 15.767 7.199
C 7.289 15.900 5.551
C 7.138 15.267 8.601
C 9.117 13.943 6.887
H 10.129 17.681 7.115
H 9.618 17.699 8.848
H 8.466 18.058 7.701
H 7.576 16.260 4.571
H 6.396 16.312 5.964
H 7.041 14.829 5.436
H 7.635 14.703 9.345
H 6.392 14.586 8.043
H 6.659 16.131 9.017
H 8.916 12.959 7.382
*
```

Atom-resolved charges from Mulliken, all expressed in e: atom 1 (Pt): 1.625, atom 2 (C): -1.347, atom 3 (C): 0.067, atom 4 (N): -1.137, atom 5 (N): 0.836, atom 6 (C): -0.074, atom 7 (B): -0.044, atom 8 (N): 1.243, atom 9 (C): 0.054, atom 10 (C): -1.298, atom 11 (C): -0.409, atom 12 (N): -1.228, atom 13 (N): 1.287, atom 14 (C): -0.105, atom 15 (C): -1.005, atom 16 (C): -0.305, atom 17 (N): -1.095, atom 18 (N): 0.319, atom 19 (C): -0.224, atom 20 (C): -0.819, atom 21 (C): -0.236, atom 22 (N): -1.106, atom 23 (H): 0.392, atom 24 (H): 0.458, atom 25 (H): 0.510, atom 26 (H): 0.784, atom 27 (H): 0.375, atom 28 (H): 0.712, atom 29 (H): 0.356, atom 30 (H): 0.366, atom 31 (H): 0.480, atom 32 (H): 0.477, atom 33 (H): 0.444, atom 34 (H): 0.444, atom 35 (Cl): -0.162, atom 36 (C): 0.685, atom 37 (C): -0.738, atom 38 (C): 0.621, atom 39 (Cl): -0.103, atom 40 (C): -0.170, atom 41 (O): -0.471, atom 42 (C): 0.305, atom 43 (Cl): -0.151, atom 44 (C): -0.665, atom 45 (H): 0.396, atom 46 (H): 0.435, atom 47 (C): -1.001, atom 48 (Ge): 0.410, atom 49 (C): -1.110, atom 50 (C): -1.094, atom 51 (C): -0.871, atom 52 (H): 0.262, atom 53 (H): 0.348, atom 54 (H): 0.425, atom 55 (H): 0.369, atom 56 (H): 0.413, atom 57 (H): 0.367, atom 58 (H): 0.412, atom 59 (H): 0.339, atom 60 (H): 0.397, atom 61 (H): 0.553

=====

Density functional theory data (ωB97M-V/def2-TZVPD) for 2 unconnected molecules or ions with the total composition C7H10O3 in a non-equilibrium geometry.

Computed properties:
E_LUMO: 0.35 eV
Relative energy (zero: lowest compared OMol25 entry of this formula, charge and spin): 63.4 kcal per mole
SMILES string: C#CC(C)=O.COC(C)=O
HOMO: -10.269 eV
HOMO-LUMO gap: 10.62 eV

Geometry as ORCA input:
```
! RIJCOSX wB97M-V def2-TZVPD def2/J DEFGRID3
* xyz 0 1
C 0.945 0.286 1.897
C 1.532 -0.480 -2.038
C 1.096 0.790 -1.362
O 0.636 -0.674 0.883
O 1.838 1.746 -1.184
H 1.589 -0.151 2.664
H 0.068 0.703 2.393
H 1.481 1.134 1.463
H 1.769 -0.283 -3.085
H 2.415 -0.863 -1.519
H 0.734 -1.225 -2.025
C -1.838 -0.607 1.330
C -0.669 -1.201 0.606
C -0.387 1.033 -1.409
C -1.473 1.530 -1.580
O -0.740 -2.299 0.080
H -1.635 -0.008 2.215
H -2.410 0.027 0.651
H -2.506 -1.414 1.646
H -2.447 1.958 -1.626
*
```

Atom-resolved charges from Mulliken, all expressed in e: atom 1 (C): -0.668, atom 2 (C): -1.043, atom 3 (C): 0.631, atom 4 (O): -0.295, atom 5 (O): -0.524, atom 6 (H): 0.247, atom 7 (H): 0.291, atom 8 (H): 0.245, atom 9 (H): 0.358, atom 10 (H): 0.265, atom 11 (H): 0.328, atom 12 (C): -0.927, atom 13 (C): 0.802, atom 14 (C): -0.300, atom 15 (C): -0.153, atom 16 (O): -0.542, atom 17 (H): 0.338, atom 18 (H): 0.171, atom 19 (H): 0.322, atom 20 (H): 0.453

=====

Density functional theory data (ωB97M-V/def2-TZVPD) for 4 unconnected molecules or ions with the total composition CH8O4 in a non-equilibrium geometry.

Computed properties:
E_LUMO: 0.21 eV
Relative energy (zero: lowest compared OMol25 entry of this formula, charge and spin): 23.9 kcal per mole
SMILES string: C=O.O.O.O
HOMO: -10.804 eV
HOMO-LUMO gap: 11.01 eV

Geometry as ORCA input:
```
! RIJCOSX wB97M-V def2-TZVPD def2/J DEFGRID3
* xyz 0 1
O 3.073 0.135 -0.155
C 3.270 -0.018 1.037
H 3.903 -0.957 1.458
H 2.995 0.681 1.783
H -2.242 1.307 -2.425
H -1.053 0.276 -1.824
O -1.952 0.847 -1.569
H 1.038 -0.200 -0.357
H -0.241 -0.820 0.014
O 0.268 -0.737 -0.704
H -3.602 -0.441 1.397
H -2.754 0.336 0.374
O -2.705 -0.409 0.973
*
```

Atom-resolved charges from Mulliken, all expressed in e: atom 1 (O): -0.461, atom 2 (C): -0.029, atom 3 (H): 0.188, atom 4 (H): 0.282, atom 5 (H): 0.304, atom 6 (H): 0.367, atom 7 (O): -0.668, atom 8 (H): 0.334, atom 9 (H): 0.309, atom 10 (O): -0.623, atom 11 (H): 0.302, atom 12 (H): 0.325, atom 13 (O): -0.629

=====

Density functional theory data (ωB97M-V/def2-TZVPD) for a single C8H12N2O6 molecule.

Computed properties:
E_LUMO: 0.36 eV
Relative energy (zero: lowest compared OMol25 entry of this formula, charge and spin): 0.0 kcal per mole
SMILES string: O=C1N[C@@H]2[C@@H](O)[C@@H](O)[C@H](O)[C@@H](CO)N2C1=O
HOMO: -9.871 eV
HOMO-LUMO gap: 10.23 eV

Geometry as ORCA input:
```
! RIJCOSX wB97M-V def2-TZVPD def2/J DEFGRID3
* xyz 0 1
O 2.174 2.060 3.101
C 1.574 1.585 2.174
N 0.416 2.048 1.635
H -0.090 2.843 1.991
C -0.092 1.252 0.556
N 0.942 0.262 0.400
C 1.922 0.351 1.340
O 2.855 -0.405 1.450
C 0.819 -0.841 -0.529
C 1.644 -0.583 -1.807
H 2.691 -0.432 -1.521
H 1.587 -1.461 -2.456
O 1.154 0.493 -2.565
H 1.405 1.321 -2.142
H 1.231 -1.731 -0.036
C -0.669 -1.073 -0.838
O -0.919 -2.388 -1.278
H -0.498 -2.520 -2.133
C -1.480 -0.872 0.451
O -2.818 -1.254 0.269
H -2.806 -2.086 -0.224
H -1.019 -1.471 1.251
C -1.479 0.620 0.846
O -2.425 1.328 0.099
H -3.192 0.743 -0.004
H -1.704 0.701 1.921
H -1.008 -0.347 -1.593
H -0.217 1.858 -0.357
*
```

Atom-resolved charges from Mulliken, all expressed in e: atom 1 (O): -0.605, atom 2 (C): 0.218, atom 3 (N): -0.133, atom 4 (H): 0.214, atom 5 (C): -0.094, atom 6 (N): 0.255, atom 7 (C): 0.545, atom 8 (O): -0.642, atom 9 (C): -0.088, atom 10 (C): -0.772, atom 11 (H): 0.370, atom 12 (H): 0.440, atom 13 (O): -0.552, atom 14 (H): 0.338, atom 15 (H): 0.388, atom 16 (C): -0.057, atom 17 (O): -0.588, atom 18 (H): 0.398, atom 19 (C): -0.245, atom 20 (O): -0.614, atom 21 (H): 0.385, atom 22 (H): 0.348, atom 23 (C): -0.127, atom 24 (O): -0.586, atom 25 (H): 0.408, atom 26 (H): 0.297, atom 27 (H): 0.283, atom 28 (H): 0.215

=====

no.,DFT total energy (eV)
1,-135166.5552
2,-13560.5680
3,-9355.2456
4,-23756.2897